The following is a quantum chemistry calculation of a structure of composition C30H28N2SiTi, from OMol25.

```
62
Properties=species:S:1:pos:R:3:forces:R:3:lowdin_charge:R:1
C -1.10764 -1.68286 0.31913 -0.91 0.52 -0.31 -0.167
C -4.27807 3.11807 -5.95895 0.13 -0.21 -0.11 -0.078
C 1.57642 2.75707 0.27732 0.65 -1.99 0.22 -0.047
H -4.79377 1.27939 -6.99392 0.27 0.22 0.22 0.107
H 0.17866 3.82591 -3.47310 -0.47 0.17 0.10 -0.018
H -0.89794 -0.93110 2.42690 0.28 0.18 -0.34 0.123
H 2.45272 -4.01453 3.04145 0.08 0.34 -0.11 0.124
C -1.50597 -1.02346 -0.88221 -0.40 0.57 0.83 -0.126
C -2.97016 1.08556 -5.84311 0.13 -0.01 -0.01 -0.087
H -5.07878 5.62906 -0.65771 0.26 0.10 -0.16 0.106
C 3.97453 2.88594 0.45115 -0.44 -0.47 -0.11 0.039
H -5.11181 3.67872 -6.38174 0.20 -0.13 0.13 0.107
C -4.16439 5.85847 -1.20870 0.01 -0.06 -0.05 -0.083
C 5.19834 0.86062 1.30464 0.43 -0.89 0.46 0.004
H -1.66705 -1.49332 -1.85534 0.20 0.24 0.43 0.130
H -4.38207 8.00330 -0.99663 0.23 -0.31 -0.18 0.107
H -1.19463 1.16942 -4.59268 -0.42 0.08 -0.11 0.084
C -2.08519 1.70211 -4.94948 -0.63 0.12 -0.23 -0.116
H -3.54533 4.79042 -4.81480 -0.04 -0.31 0.07 0.105
C -2.33563 3.01310 -4.50085 0.23 -0.48 -0.60 -0.321
Ti 0.47826 -0.10584 -0.19139 0.35 -0.88 -0.72 0.853
C -2.20707 5.09586 -2.43267 0.26 0.42 0.18 -0.355
C -3.77831 7.18851 -1.40621 0.32 -0.18 -0.18 -0.080
C 4.02564 1.53956 0.85654 -0.89 -0.99 -0.05 -0.129
C 2.77456 -0.60879 1.23221 0.44 -1.09 0.76 -0.119
C 2.81758 0.78646 0.82744 -0.53 1.68 -0.09 -0.112
C -1.05572 -0.71039 1.37402 -0.67 0.43 -0.65 -0.154
H -2.77568 0.06017 -6.17377 -0.13 0.37 0.12 0.104
C 0.82182 0.33001 -2.19196 -0.05 -0.08 -0.23 -0.195
H -2.32062 8.50921 -2.30398 -0.10 -0.32 0.05 0.105
H -1.27702 2.63207 -2.04662 0.14 -0.22 0.22 -0.044
H 6.00686 -0.87353 2.29511 -0.08 0.27 -0.18 0.127
H -1.96496 1.15532 -1.26165 0.20 -0.21 -0.01 0.067
C 2.76365 3.47045 0.12564 0.01 0.45 -0.05 -0.009
C -3.39863 3.73982 -5.07042 0.08 -0.40 0.11 -0.087
H -0.93956 6.65385 -3.25251 -0.31 0.00 0.30 0.102
N 1.63981 -1.36813 1.07287 0.97 -0.10 1.27 0.021
H 0.61391 -3.09767 1.67116 0.21 0.24 -0.12 0.111
C -1.33805 0.57946 0.80474 -1.39 -0.87 -0.25 -0.170
C 5.12872 -0.38895 1.86929 0.20 0.77 -0.24 0.009
H 0.01379 0.07470 -2.89149 0.48 0.14 0.07 -0.006
H 2.70244 4.48060 -0.27445 0.14 -0.11 0.36 0.125
C -1.63287 0.38041 -0.58897 -0.87 -0.95 0.87 -0.179
H 0.58317 3.18049 0.14825 0.23 -0.04 -0.16 0.131
H -3.70777 3.77810 -1.58438 0.08 0.31 0.03 0.103
C -3.38767 4.81551 -1.71973 0.15 0.51 -0.03 -0.115
C -2.61465 7.47062 -2.13612 -0.10 -0.01 0.02 -0.085
H -0.93222 -2.75430 0.40534 -0.10 0.41 -0.03 0.109
H 6.14956 1.36828 1.20333 0.02 -0.02 0.21 0.125
H 4.65011 -2.72685 3.15808 -0.34 0.02 -0.21 0.135
C 2.59837 -3.06319 2.52925 -0.22 0.36 -0.26 -0.005
H 1.66062 -0.37806 -2.32839 0.10 0.14 -0.30 0.012
H -1.41091 1.53017 1.32575 0.08 -0.29 -0.06 0.122
C 1.54393 -2.54142 1.75206 0.79 0.84 -0.57 -0.053
C -4.08988 1.77840 -6.32235 0.35 0.13 0.21 -0.079
Si -1.27322 3.63154 -3.10694 -0.08 0.62 -0.47 0.713
H 1.16850 1.36120 -2.36134 -0.01 -0.34 -0.09 -0.003
C 3.78853 -2.36207 2.59188 -0.11 -0.21 -0.14 0.023
N 1.62136 1.43079 0.56397 1.10 0.75 0.45 -0.001
C 3.90272 -1.13770 1.91286 -0.20 0.68 -0.47 -0.133
C -1.83140 6.43301 -2.65564 -0.42 -0.15 0.26 -0.105
H 4.90397 3.42831 0.40167 0.08 0.24 -0.08 0.129
```
Forces are in eV/Å.

ΔE to the lowest compared entry with this formula, charge and spin: 3.66 kcal per mole
HOMO-LUMO gap (spin up / spin down): 6.16 / 6.78 eV
⟨S²⟩: 0.757
2S+1: 2
Net charge: +1
Strongest force on any atom: 2.103 eV/Å